Entry 1:
This record from the Open Molecules 2025 dataset describes one molecule with the formula C3H10N2S. The level of theory is ωB97M-V/def2-TZVPD.

XYZ file:
```
16
Properties=species:S:1:pos:R:3:forces:R:3
S -2.5966 0.1253 -1.4215 -0.559 0.549 -0.402
N 0.0116 -1.4254 -0.1765 -1.708 0.425 0.567
N 2.2407 -0.0754 0.6425 -0.989 0.679 -0.532
C -1.3980 0.7279 -0.1918 0.901 -1.188 -0.256
C 1.0005 0.7238 0.5757 -0.864 -0.864 -0.587
C -0.0437 0.0485 -0.3989 2.630 -0.731 1.211
H 2.9406 0.4928 1.0978 0.165 -0.294 0.271
H -1.2229 1.8041 -0.2587 -0.497 -0.053 -0.540
H 1.1445 1.6928 0.0986 0.402 0.276 0.563
H 0.4937 0.0961 -1.3523 -0.981 1.194 -0.437
H -1.7426 0.5737 0.8326 -0.043 -0.262 -0.092
H 1.9466 -0.8503 1.2235 0.681 -0.259 0.069
H 0.5402 -1.8346 -0.9265 0.296 -0.157 -0.096
H -0.9401 -1.7626 -0.3301 0.299 -0.251 0.190
H 0.5604 0.7785 1.5858 -0.108 0.515 -0.293
H -2.9350 -1.1154 -1.0003 0.377 0.422 0.364
```
Positions in Å, forces in eV/Å.

As for the energy relative to the best compared isomer or geometry (same formula, charge and spin): 15.2 kcal/mol. The structure (SMILES) is NC[C@@H](N)CS. The value obtained for the gap between HOMO and LUMO is 9.89 eV. The maximum force is 0.05807 hartree/bohr.

Entry 2:
This record from the Open Molecules 2025 dataset describes a 2-piece molecular cluster, C9H14 overall. The level of theory is ωB97M-V/def2-TZVPD.

XYZ file:
```
23
Properties=species:S:1:pos:R:3:forces:R:3
C -1.3846 1.2265 0.6604 1.321 0.321 -0.109
C -1.5394 2.3943 1.6717 -3.587 -1.793 -0.238
C -1.9107 -0.0795 0.8078 0.947 0.326 -2.188
C -0.5355 1.4482 -0.4310 0.409 0.292 -2.642
C -1.5940 -1.0490 -0.2109 -1.533 0.032 1.428
C 2.0840 -1.0387 0.4029 2.460 -0.702 1.019
C -0.2242 0.4444 -1.4587 -1.167 2.219 3.153
C -0.7692 -0.7976 -1.2853 0.400 -0.763 -1.143
C 2.3841 -1.8082 -0.9018 -0.109 3.762 -0.382
H 3.1374 -2.5434 -0.8627 0.592 -1.077 0.384
H -0.7735 3.0720 1.7664 2.598 0.763 0.240
H -1.8608 1.9833 2.6489 0.448 0.321 -0.354
H -0.5461 -1.6035 -2.0341 -0.441 0.820 0.857
H -0.2211 2.5196 -0.6716 -0.138 -1.601 0.641
H -2.3385 3.1299 1.4112 -0.052 -0.923 -0.243
H 1.1218 -0.5734 0.4621 -0.330 0.287 -0.251
H -2.6276 -0.2169 1.5883 -0.223 -0.643 0.370
H 0.4133 0.6979 -2.2625 0.500 0.221 -0.707
H 1.4391 -2.1168 -1.2672 -0.521 -0.927 -0.688
H 2.9076 -0.2852 0.6078 -1.083 -0.687 -0.183
H 2.1476 -1.7630 1.2289 -0.159 0.284 0.040
H 2.7801 -1.0092 -1.6038 -0.535 -1.055 0.293
H -2.0896 -2.0317 -0.2669 0.204 0.521 0.703
```
Positions in Å, forces in eV/Å.

As for the energy relative to the best compared isomer or geometry (same formula, charge and spin): 27.6 kcal/mol. The structure (SMILES) is Cc1ccccc1.CC. The value obtained for the gap between HOMO and LUMO is 10.11 eV. The maximum force is 0.07834 hartree/bohr.

Entry 3:
This record from the Open Molecules 2025 dataset describes C32H48AsCa2F9O23 as an isolated structure. The level of theory is ωB97M-V/def2-TZVPD.

XYZ file:
```
115
Properties=species:S:1:pos:R:3:forces:R:3
As -1.2214 -0.3235 0.7251 4.832 1.274 0.877
Ca -6.1331 -3.2155 -1.5333 0.350 0.476 0.425
Ca -1.5883 -0.8017 -6.3912 -0.697 1.090 0.620
F -7.0418 3.3750 -4.9713 -2.600 0.494 -1.871
F -2.5279 -1.5328 0.6220 0.391 0.502 -0.008
F 0.2445 -1.4309 0.9915 -2.491 -0.177 -0.209
F 0.1590 0.8555 0.7424 -1.865 -0.237 -0.300
F -6.7709 1.9682 -3.4020 -1.562 -1.221 1.090
F -2.3279 1.0719 0.5070 0.607 -1.936 -0.186
F -1.3157 -0.2275 2.4670 -0.791 -0.161 -1.026
F -0.8735 -0.6430 -0.9936 -1.191 0.422 0.355
F -5.2241 3.1530 -4.1098 1.865 -0.151 -0.193
O 1.2383 2.0261 6.9785 2.594 1.018 -0.207
O 7.6553 -0.1467 3.8274 -0.263 -0.971 0.340
O -4.7059 -7.0188 4.4766 -1.163 0.552 -2.109
O -7.9931 7.1302 1.6557 -0.516 1.876 -0.883
O 3.7011 -0.8356 -5.2264 4.743 -2.280 1.885
O 5.8915 -7.3300 -1.5399 -5.678 0.980 -2.039
O -4.6729 -6.3903 2.2810 1.061 -1.318 2.166
O 8.9861 -1.7445 4.7652 -3.766 0.917 -2.980
O -2.8358 -6.4464 3.5103 3.269 0.945 1.472
O 3.7854 -6.3492 -1.4995 -0.045 2.694 0.972
O -0.5887 1.2200 7.8494 0.059 1.454 1.172
O 5.6024 -0.5715 -3.9721 -2.207 1.788 2.394
O 2.4133 4.6344 -2.9077 0.142 -3.594 -2.623
O 3.9843 -8.2834 -2.2951 -2.211 -2.968 -2.520
O -5.0949 0.0788 -4.9137 0.204 1.141 0.730
O -10.1415 6.9063 2.1724 1.768 -1.719 -0.182
O 1.1336 -0.2065 7.3231 -1.009 3.524 1.089
O 0.4721 3.7630 -3.8976 1.339 2.130 1.234
O -5.1161 1.5350 -6.5943 0.544 -0.609 1.335
O 7.2650 -2.2991 3.2922 0.254 0.589 0.822
O 5.6525 -2.0305 -5.4341 -2.369 -3.170 -4.508
O 0.5353 5.5230 -2.4392 -1.336 1.927 0.794
O -8.5610 5.3237 2.5971 -0.955 -2.946 1.631
C -5.8190 1.1452 -5.4398 0.179 -1.227 -0.231
C 0.2278 3.8359 5.6782 0.750 -0.507 1.359
C 4.6447 -7.2712 -1.8599 5.920 -0.778 3.486
C 8.0211 -1.4224 4.0335 4.083 -1.381 2.363
C -3.8569 -8.0456 6.3341 0.868 1.138 0.917
C -2.5359 -6.2849 4.9478 -0.781 -2.662 0.692
C -5.9222 1.9986 -8.8007 -0.665 0.170 -1.642
C 6.9267 -2.0993 -4.9944 3.298 -1.387 1.003
C -6.8315 6.3516 1.5947 0.835 2.131 -1.014
C -3.8828 -6.7455 5.5641 -0.257 0.469 1.020
C 1.5718 6.3332 -1.8146 0.524 -0.066 1.318
C 6.8921 -1.0295 -3.9712 2.776 1.716 0.508
C 6.0866 -1.6121 2.8870 -0.283 0.330 -0.135
C 4.0277 6.3442 -2.4412 0.287 1.794 -0.851
C -7.1788 5.2049 2.4475 1.305 -1.555 -0.470
C 4.8930 -1.2011 -4.8483 -5.805 3.847 -2.105
C 0.6951 0.9433 7.4673 -1.141 -3.876 -1.490
C 2.4613 -6.6355 -1.8934 -0.524 1.571 -0.328
C 8.0752 -1.8995 -6.0640 -1.755 0.061 1.960
C 2.8632 5.5217 -1.9509 -0.528 2.102 -0.813
C -5.6182 2.5003 -7.4224 -0.204 1.762 -2.503
C 6.3429 -0.1750 3.2693 -0.303 1.998 0.483
C 2.5349 -7.9929 -2.5091 0.416 -1.111 0.086
C 1.0346 4.5936 -3.2013 2.061 -1.685 0.703
C -0.7954 2.7012 7.8201 0.674 -1.258 -2.129
C 0.4727 3.1907 7.1013 -1.535 1.227 -0.629
C -5.7004 7.3009 2.0658 -0.923 -1.398 -1.698
C -9.0166 6.4374 2.1107 -2.634 3.309 0.415
C -4.0895 -6.6604 3.3536 -3.562 1.639 -2.910
C -6.2833 2.4411 -4.5274 3.889 -1.241 1.023
C 1.6443 -9.0397 -1.8705 -0.369 -0.636 1.010
C 6.2737 0.8075 2.1388 -0.040 -0.890 -1.053
H 0.8518 3.9739 7.7578 1.124 -0.320 -0.164
H 5.2965 0.6391 1.6864 -0.191 0.511 -0.113
H -0.9116 3.2274 8.7676 -0.410 -0.816 0.102
H -6.8077 1.3655 -8.8584 0.000 -0.095 0.127
H -3.1006 -7.8282 7.0883 0.083 -0.762 0.424
H 7.8649 -2.6220 -6.8526 0.705 0.400 -0.226
H -1.9684 -7.1144 5.3696 1.241 0.089 -1.146
H -4.8049 -8.2189 6.8433 0.068 -0.128 -0.218
H -4.7997 6.9566 1.5576 0.544 -0.162 1.002
H 6.4656 1.8624 2.3349 -0.135 -0.254 0.375
H 2.2693 -7.9415 -3.5650 0.735 -0.138 -0.196
H -5.1765 1.5793 -9.4762 0.675 -0.515 0.764
H -6.5271 3.0569 -7.1941 -0.102 -0.516 1.107
H 1.4865 6.3708 -0.7286 -1.342 0.425 -0.187
H 1.6542 7.3297 -2.2485 -0.437 -0.203 -0.179
H -0.0566 3.0795 4.9467 -0.035 0.027 0.056
H 1.7157 -6.4805 -1.1136 0.526 -0.539 0.696
H 5.9199 -1.6728 1.8116 0.149 -0.469 0.015
H -6.8092 6.0240 0.5553 0.816 0.118 -0.181
H -6.7356 0.6187 -5.7060 -0.933 0.550 -0.388
H -0.5088 4.6382 5.7223 -0.158 -0.151 0.172
H -6.5755 5.1490 3.3535 -0.666 0.114 0.484
H 6.9895 0.4415 1.4027 0.199 0.284 -0.244
H 5.6349 0.1502 4.0315 0.111 -0.112 0.318
H 8.1337 -0.8366 -6.2981 -0.451 -0.137 -0.852
H 7.4739 -0.2286 -4.4273 0.391 0.430 0.701
H -6.9475 4.3227 1.8506 -0.210 -0.444 0.429
H -1.5369 2.8939 7.0447 -0.912 -0.204 0.925
H -4.3118 -5.9240 6.1378 -0.275 -0.145 0.172
H 7.0322 -3.0641 -4.4981 0.274 -0.307 -0.300
H 0.5758 -8.8348 -1.9363 -0.034 0.805 -0.328
H -2.0486 -5.3740 5.2954 -0.613 0.344 -0.829
H -5.8056 7.2679 3.1502 0.879 0.530 -0.098
H 1.8073 -9.1100 -0.7951 0.331 0.069 0.064
H 8.9929 -2.0237 -5.4890 0.149 -0.764 -0.317
H -4.9030 3.3086 -7.5746 0.476 0.010 0.479
H 5.2062 -1.9388 3.4405 0.147 -0.549 -0.180
H 4.8434 5.8452 -2.9644 0.032 -0.448 0.722
H -6.1388 2.8893 -9.3903 -0.537 0.228 0.042
H 1.6501 -10.0655 -2.2390 0.834 0.144 -0.413
H 4.3545 7.0606 -1.6875 0.618 -0.819 0.828
H 3.7933 7.1557 -3.1300 -0.966 -0.407 -0.839
H -3.5594 -8.8761 5.6938 -0.021 0.046 0.105
H 2.1708 -5.8518 -2.5930 0.130 -0.088 -0.482
H 7.2284 -1.2174 -2.9515 0.013 -0.274 -0.216
H 3.1913 5.1718 -0.9721 -0.466 -1.290 -0.209
H 1.1676 4.3087 5.3932 0.001 -0.151 -0.274
H -5.8808 8.2631 1.5864 -0.220 0.145 0.560
```
Positions in Å, forces in eV/Å.

The value obtained for the gap between HOMO and LUMO is 1.79 eV. Its total charge is +2. The maximum force is 0.14148 hartree/bohr.

Entry 4:
This record from the Open Molecules 2025 dataset describes a 2-piece molecular cluster, C5H10ClO3P overall. The level of theory is ωB97M-V/def2-TZVPD.

XYZ file:
```
20
Properties=species:S:1:pos:R:3:forces:R:3
Cl -4.1540 -0.2599 0.7363 -0.665 0.094 0.503
P 0.0288 0.5667 -0.6097 -2.049 1.070 0.336
O -2.0398 2.0918 -0.0607 -1.162 -1.219 0.445
O -0.6156 0.4324 -2.1169 1.301 -3.856 1.832
O 0.0612 -0.9690 -0.1539 1.411 -1.453 -0.564
C 3.7810 1.1617 0.6464 0.504 -0.854 1.594
C -2.6174 -0.3375 -0.1324 -1.496 0.356 -3.214
C 3.7457 0.2552 1.4460 -0.093 1.899 -1.838
C -1.6924 0.7282 0.2835 2.618 1.171 0.218
C 1.3064 -1.6302 0.0095 1.977 -2.749 0.196
H 2.1564 -1.0203 0.3577 -0.919 0.297 -0.245
H 1.1523 -2.4187 0.7876 -0.067 0.735 -0.405
H -2.2060 -1.2922 -0.0067 0.663 -1.220 0.686
H 3.5088 -0.5628 2.0238 -0.069 -1.209 1.013
H -1.4423 0.5536 1.3727 -0.501 0.680 -0.809
H 1.8173 -2.2830 -0.8400 -1.823 1.656 0.761
H 4.0065 2.0818 0.1862 -0.118 0.306 -0.583
H -2.9206 -0.3614 -1.2556 0.719 0.613 1.838
H -3.0178 2.1189 -0.0656 0.579 0.247 0.102
H -0.8587 1.1446 -2.6083 -0.810 3.436 -1.867
```
Positions in Å, forces in eV/Å.

As for the energy relative to the best compared isomer or geometry (same formula, charge and spin): 43.8 kcal/mol. The structure (SMILES) is COP(O)[C@@H](O)CCl.C#C. The value obtained for the gap between HOMO and LUMO is 9.74 eV. The maximum force is 0.08680 hartree/bohr.

Entry 5:
This record from the Open Molecules 2025 dataset describes a 2-piece molecular cluster, CH3BrFOP overall. The level of theory is ωB97M-V/def2-TZVPD.

XYZ file:
```
8
Properties=species:S:1:pos:R:3:forces:R:3
Br 0.3284 3.3060 -1.1147 0.019 0.027 -0.039
P 0.6057 -1.8810 -0.6375 1.472 -1.623 1.368
F 1.5048 -2.8381 0.4167 -1.090 0.985 -1.604
O 0.2611 -0.8312 0.5167 0.550 0.977 0.235
C -0.5226 0.3031 0.2158 -0.905 1.162 1.300
H -0.0700 1.1049 -0.4376 -0.143 -1.329 -0.480
H -0.6121 0.9754 1.1279 -0.218 -1.479 -0.588
H -1.4954 -0.1391 -0.0874 0.315 1.280 -0.192
```
Positions in Å, forces in eV/Å.

As for the energy relative to the best compared isomer or geometry (same formula, charge and spin): 101.6 kcal/mol. The value obtained for the gap between HOMO and LUMO (spin up / spin down) is 10.76 / 3.93 eV. The maximum force is 0.05023 hartree/bohr.